Below is a cluster of 3 separate species, C17H28ClF6N4O5 in total at a distorted geometry, with properties calculated with wB97M-V/def2-TZVPD.

Values from the calculation:
**Gap between HOMO and LUMO**: 9.371 eV
**Net charge**: +1
**M**: 517.88 g/mol

Each line ends with the Löwdin charge.
Positions of all 61 atoms, in Å:
C 2.02919 0.43249 -0.92775  -0.106
C 1.07273 1.43405 -0.18884  -0.227
C 0.52248 2.60424 -1.07542  -0.165
C -0.22428 2.13215 -2.36700  -0.114
O 0.23450 2.85051 -3.57133  -0.044
N 1.14287 2.09129 -4.23760  -0.098
C 0.65657 1.19579 -5.11023  0.010
N 1.72110 0.51922 -5.62803  0.178
C 2.81464 1.07157 -5.03001  -0.329
N 4.04776 0.61383 -5.30502  0.171
N 2.49182 2.09171 -4.15766  0.079
C 3.28983 2.95879 -3.28557  -0.563
Cl 2.69679 4.68636 -3.29132  0.711
C 4.81438 3.01608 -3.58858  -0.244
C 5.49655 3.86459 -2.44083  -0.110
H 2.01715 -0.52389 -0.35769  0.084
H 1.73252 0.19822 -1.97302  0.053
H 3.07900 0.80709 -0.86218  0.070
H 1.68008 1.91553 0.61512  0.117
H 0.24547 0.90839 0.33116  0.098
H -0.23333 3.14244 -0.45520  0.121
H 1.33480 3.33513 -1.26288  0.078
H -0.10871 1.03251 -2.46255  0.117
H -1.32026 2.32265 -2.31996  0.141
H -0.40367 1.04078 -5.35734  0.175
H 4.29075 0.52400 -6.28733  0.134
H 4.73757 0.31177 -4.63418  0.115
H 3.17929 2.63420 -2.22693  0.089
H 5.25761 1.99846 -3.50477  0.098
H 5.03899 3.49408 -4.56129  0.121
H 6.45926 3.43187 -2.11037  0.084
H 4.84141 3.91793 -1.53917  0.073
H 5.62571 4.90519 -2.80148  0.077
C -2.20504 1.23399 5.51887  -0.057
C -2.42204 -0.16018 4.96898  -0.190
O -3.27546 -0.12531 3.80823  0.040
C -2.68507 0.16533 2.65447  -0.392
O -1.51732 0.39901 2.51361  0.153
C -3.70503 0.11393 1.51385  -0.520
F -4.85579 0.72220 1.82978  0.174
F -4.00993 -1.15645 1.18954  0.142
F -3.25117 0.70552 0.39735  0.150
H -3.16153 1.71934 5.72014  0.087
H -1.62697 1.19588 6.44221  0.087
H -1.67209 1.86082 4.80226  0.076
H -2.93383 -0.77399 5.70911  0.129
H -1.47717 -0.65368 4.73859  0.126
C -3.49929 -4.00679 1.21425  -0.058
C -2.35863 -4.92373 1.60522  -0.197
O -2.26776 -5.04172 3.03425  0.026
C -3.09032 -5.92939 3.60271  -0.386
O -3.87653 -6.61014 3.01408  0.179
C -2.84679 -5.97932 5.11352  -0.531
F -2.72702 -4.74978 5.64800  0.153
F -1.71466 -6.64434 5.40280  0.164
F -3.83952 -6.59152 5.76239  0.173
H -3.39844 -3.04624 1.70629  0.053
H -3.51701 -3.85265 0.13455  0.088
H -4.46001 -4.42371 1.52005  0.088
H -1.41184 -4.50010 1.26957  0.123
H -2.45437 -5.90601 1.14061  0.126